Formula: C5H13P
Source: the Open Molecules 2025 dataset
Level of theory: ωB97M-V/def2-TZVPD

Calculated values
Spin multiplicity = 3
Energy above the lowest of the compared OMol25 structures with the same formula, charge and spin = 47.7 kcal per mole
Orbital gap (spin up / spin down) = 5.78 / 10.17 eV
E_HOMO (spin up / spin down) = -4.60 / -11.12 eV
⟨S²⟩ = 2.01

```
19
Properties=species:S:1:pos:R:3:lowdin_charge:R:1
H -0.467 1.146 2.260 0.125
H 1.416 -0.331 0.377 0.055
H 0.138 -0.877 -2.996 0.001
H -0.538 2.882 0.519 0.073
H 0.579 1.950 -0.485 0.076
C -0.123 0.884 1.251 -0.522
C -1.277 0.184 0.573 -0.308
H -2.135 -1.518 -0.954 -0.039
H -1.987 0.886 0.127 0.057
H -0.441 -2.144 0.137 -0.023
H 1.130 2.644 1.048 0.077
C 1.075 -0.049 1.379 -0.134
H -0.561 -2.490 -2.698 -0.005
C 0.288 2.174 0.541 -0.085
H 0.802 -0.953 1.919 0.071
P -0.882 -1.066 -0.610 0.804
C 0.048 -1.694 -2.279 -0.299
H 1.035 -2.062 -2.011 0.001
H 1.898 0.435 1.901 0.077
```